ORCA calculation (ωB97M-V with the def2-TZVPD basis set) on a structure of composition C7H10NO3 in a non-equilibrium geometry.

Each line ends with the Mulliken charge.
Atoms and positions in Å:
1 C 0.89 0.15 -1.25  -0.37
2 C 1.05 -1.02 -2.04  0.87
3 C 2.39 0.08 -1.23  0.53
4 C -0.16 0.35 -0.25  0.84
5 C 0.24 -1.97 -2.80  -1.63
6 C -1.17 0.80 1.79  -0.99
7 C 0.89 1.96 1.18  -0.86
8 N -0.06 1.00 0.91  0.13
9 O 3.26 0.61 -0.65  -0.42
10 O 2.37 -0.99 -2.11  -0.32
11 O -1.26 -0.42 -0.46  -0.53
12 H -0.17 -2.66 -2.05  0.47
13 H 0.90 -2.52 -3.46  0.35
14 H -0.54 -1.52 -3.35  0.47
15 H -2.12 0.59 1.27  0.37
16 H -1.21 1.66 2.43  0.37
17 H -1.08 0.02 2.47  0.37
18 H 1.99 1.73 1.00  0.32
19 H 0.80 2.38 2.32  0.30
20 H 0.75 2.83 0.63  0.44
21 H -1.20 -0.76 -1.38  0.29

Computed properties:
**HOMO level**: -13.903 eV
**Largest force on an atom**: 5.974 eV/A
**Orbital gap**: 9.1 eV
**ΔE to the lowest compared entry with this formula, charge and spin**: 14.3 kcal/mol
**Charge**: +1

***

ORCA calculation (ωB97M-V with the def2-TZVPD basis set) on a structure of composition C7H10NO3P in a non-equilibrium geometry.

Each line ends with the Mulliken charge.
Atoms and positions in Å:
1 C -0.55 -3.56 0.33  -0.12
2 C 0.79 0.81 0.22  0.86
3 C -1.70 -1.53 -0.06  -0.78
4 C -0.56 -2.20 -0.03  0.82
5 C -0.82 3.04 1.36  -1.02
6 C 1.27 -2.23 -2.06  -1.00
7 C 0.57 3.13 0.79  -0.29
8 N -0.80 -4.70 0.43  -0.45
9 O 0.94 0.40 1.33  -0.53
10 O 0.80 0.06 -0.84  -0.29
11 O 0.65 2.05 -0.17  -0.41
12 P 1.08 -1.54 -0.38  0.04
13 H -2.57 -1.98 0.36  0.36
14 H -1.63 -0.57 -0.63  0.25
15 H -1.07 3.96 2.08  0.31
16 H -1.62 3.05 0.72  0.37
17 H -0.87 2.12 2.13  0.25
18 H 0.53 -1.60 -2.74  0.28
19 H 2.28 -2.24 -2.49  0.34
20 H 1.17 -3.37 -1.98  0.34
21 H 1.42 2.90 1.32  0.35
22 H 0.68 3.99 0.31  0.31

Computed properties:
**HOMO level**: -9.177 eV
**Largest force on an atom**: 6.713 eV/A
**Orbital gap**: 9.4 eV
**ΔE to the lowest compared entry with this formula, charge and spin**: 7.0 kcal/mol
**Charge**: 0

***

ORCA calculation (ωB97M-V with the def2-TZVPD basis set) on an isolated molecule of C7H10NO3PS in a non-equilibrium geometry.

Each line ends with the Mulliken charge.
Atoms and positions in Å:
1 C 0.42 0.83 2.38  -0.34
2 C -0.10 -1.68 2.18  0.05
3 C -0.14 0.28 1.15  0.69
4 C -1.43 -0.50 -3.00  -1.16
5 C 0.96 2.26 -0.14  -1.39
6 C -1.20 -0.52 -1.48  -0.31
7 C 0.02 1.03 -0.01  0.30
8 N -0.80 -0.92 1.27  -0.62
9 O 1.11 -2.10 1.80  -0.08
10 O -0.38 0.62 -1.20  -0.29
11 O 2.26 -0.65 0.07  -0.26
12 P 2.21 -1.95 0.66  0.09
13 S 0.46 -0.39 3.59  -0.21
14 H 0.99 1.71 2.62  0.36
15 H -0.53 -2.55 2.64  0.45
16 H -0.47 -0.46 -3.50  0.33
17 H -2.02 -1.48 -3.24  0.34
18 H -2.04 0.38 -3.28  0.30
19 H 1.86 1.97 0.26  0.38
20 H 0.51 3.20 0.40  0.31
21 H 1.10 2.56 -1.21  0.34
22 H -0.64 -1.25 -1.08  0.37
23 H -2.13 -0.41 -0.90  0.34

Computed properties:
**HOMO level (alpha / beta)**: -7.253 / -7.320 eV
**Largest force on an atom**: 4.032 eV/A
**Orbital gap (alpha / beta)**: 6.6 / 6.7 eV
**ΔE to the lowest compared entry with this formula, charge and spin**: 42.4 kcal/mol
**Charge**: 0

***

ORCA calculation (ωB97M-V with the def2-TZVPD basis set) on a cluster of 2 separate species, C7H10NO4 in total in a non-equilibrium geometry.

Each line ends with the Mulliken spin population.
Atoms and positions in Å:
1 C 0.98 -1.65 1.26  -0.04
2 C 0.55 -2.26 0.14  0.05
3 C -0.59 -1.79 -0.67  0.00
4 O -1.12 -2.46 -1.53  0.01
5 H 1.77 -2.10 1.86  0.00
6 H 0.39 -0.85 1.72  0.00
7 H 1.07 -3.12 -0.27  0.00
8 O -0.95 -0.54 -0.40  0.00
9 C -1.96 0.06 -1.23  0.00
10 H -2.89 -0.53 -1.16  0.00
11 H -1.61 0.04 -2.27  0.00
12 C -2.18 1.46 -0.76  0.00
13 H -1.29 2.10 -0.73  0.00
14 C -3.37 1.95 -0.43  0.00
15 H -3.49 2.99 -0.09  0.00
16 H -4.27 1.33 -0.44  0.00
17 C 2.96 0.50 0.25  0.76
18 H 3.65 -0.28 -0.06  0.02
19 H 2.19 0.95 -0.37  0.05
20 N 3.31 1.21 1.40  -0.05
21 O 2.65 2.20 1.70  0.11
22 O 4.23 0.78 2.09  0.10

Computed properties:
**HOMO level (alpha / beta)**: -10.271 / -10.341 eV
**Largest force on an atom**: 1.276 eV/A
**Orbital gap (alpha / beta)**: 10.5 / 8.1 eV
**ΔE to the lowest compared entry with this formula, charge and spin**: 0.0 kcal/mol
**Charge**: 0
**Spin multiplicity**: 2

***

ORCA calculation (ωB97M-V with the def2-TZVPD basis set) on a cluster of 2 separate species, C7H10NS in total in a non-equilibrium geometry.

Each line ends with the Mulliken charge.
Atoms and positions in Å:
1 C -2.59 0.79 -0.48  -0.80
2 C -1.22 0.92 -0.59  -0.38
3 C -2.99 -0.23 0.33  -0.34
4 C -0.59 -0.05 0.13  0.25
5 C 1.57 -0.35 1.48  -0.43
6 C 1.68 0.91 0.62  -0.45
7 C 1.39 -1.14 -1.42  -0.48
8 N 0.80 -0.11 0.28  0.16
9 S -1.63 -1.03 1.10  -0.03
10 H -3.37 1.36 -0.92  0.42
11 H -0.66 1.70 -1.08  0.49
12 H -3.93 -0.60 0.63  0.51
13 H 2.49 -1.06 1.45  0.22
14 H 0.78 -0.27 2.25  0.34
15 H 1.33 1.79 0.92  0.35
16 H 2.54 1.06 -0.04  0.22
17 H 2.50 -1.41 -1.21  0.32
18 H 0.66 -1.97 -1.23  0.31
19 H 1.24 -0.33 -2.20  0.30

Computed properties:
**HOMO level (alpha / beta)**: -12.734 / -12.734 eV
**Largest force on an atom**: 6.602 eV/A
**Orbital gap (alpha / beta)**: 7.9 / 7.9 eV
**ΔE to the lowest compared entry with this formula, charge and spin**: 50.2 kcal/mol
**Charge**: +1

***

ORCA calculation (ωB97M-V with the def2-TZVPD basis set) on a cluster of 2 separate species, C7H10O in total in a non-equilibrium geometry.

Each line ends with the Mulliken charge.
Atoms and positions in Å:
1 C -0.34 0.75 0.01  0.76
2 C 0.73 1.12 0.95  -0.93
3 C 1.08 0.66 -0.48  0.19
4 C 1.47 -0.79 -0.54  -0.80
5 C 0.08 -1.51 -0.01  -0.84
6 C -0.95 -0.47 0.06  0.30
7 C -2.29 -0.79 -0.01  -0.83
8 H -0.90 3.03 0.13  0.34
9 H 1.02 0.48 1.82  0.22
10 H 0.73 2.21 1.02  0.23
11 H 1.44 1.17 -1.52  0.26
12 H 1.78 -1.02 -1.58  0.38
13 H 2.29 -0.99 0.26  0.26
14 H 0.12 -2.49 -0.39  0.40
15 H 0.64 -1.37 0.97  0.24
16 H -3.15 0.07 0.09  0.19
17 H -2.70 -1.81 -0.07  0.30
18 O -1.04 1.78 -0.73  -0.67

Computed properties:
**HOMO level**: -8.550 eV
**Largest force on an atom**: 7.570 eV/A
**Orbital gap**: 8.1 eV
**ΔE to the lowest compared entry with this formula, charge and spin**: 160.1 kcal/mol
**Charge**: 0

***

ORCA calculation (ωB97M-V with the def2-TZVPD basis set) on an isolated molecule of C7H10O in a non-equilibrium geometry.

Each line ends with the Mulliken charge.
Atoms and positions in Å:
1 C 2.39 -1.04 0.11  -1.18
2 C 0.94 -0.68 0.38  0.22
3 C 0.01 -1.16 1.29  -0.72
4 C -1.23 -0.47 1.05  -0.37
5 C -1.16 0.44 0.06  0.12
6 C -2.14 1.35 -0.62  -1.22
7 C 0.33 0.52 -0.23  0.40
8 O 0.76 0.78 -1.57  -0.56
9 H 2.52 -1.02 -0.96  0.29
10 H 2.65 -2.00 0.48  0.37
11 H 3.05 -0.25 0.55  0.25
12 H 0.16 -1.94 2.01  0.48
13 H -2.16 -0.65 1.64  0.38
14 H -2.27 2.32 -0.16  0.26
15 H -1.85 1.53 -1.67  0.29
16 H -3.08 0.84 -0.64  0.37
17 H 0.65 1.39 0.37  0.23
18 H 0.44 0.05 -2.10  0.38

Computed properties:
**HOMO level**: -7.977 eV
**Structure (SMILES)**: CC1=CC=C(C)C1O
**Largest force on an atom**: 2.888 eV/A
**Orbital gap**: 8.6 eV
**ΔE to the lowest compared entry with this formula, charge and spin**: 29.0 kcal/mol
**Charge**: 0

***

ORCA calculation (ωB97M-V with the def2-TZVPD basis set) on an isolated molecule of C7H10O in a non-equilibrium geometry.

Each line ends with the Mulliken charge.
Atoms and positions in Å:
1 C -0.87 -3.31 0.07  -0.05
2 C -0.96 -2.18 -0.35  -0.45
3 C -0.96 -0.86 -0.85  -0.94
4 C 0.15 0.06 -0.43  -0.20
5 C 0.16 1.52 -0.90  -0.74
6 C 0.79 1.89 0.38  -0.56
7 C 0.28 0.56 1.08  -0.08
8 O 0.94 -0.15 2.06  -0.50
9 H -0.69 -4.22 0.50  0.49
10 H -0.99 -0.79 -1.92  0.37
11 H -1.86 -0.45 -0.48  0.33
12 H 1.08 -0.27 -0.78  0.47
13 H -0.87 1.86 -0.83  0.30
14 H 0.54 1.77 -1.88  0.39
15 H 1.89 1.76 0.14  0.21
16 H 0.58 2.69 1.07  0.38
17 H -0.81 0.77 1.43  0.26
18 H 1.59 -0.65 1.69  0.32

Computed properties:
**HOMO level**: -9.395 eV
**Structure (SMILES)**: C#CC[C@H]1CC[C@@H]1O
**Largest force on an atom**: 4.159 eV/A
**Orbital gap**: 10.4 eV
**ΔE to the lowest compared entry with this formula, charge and spin**: 83.3 kcal/mol
**Charge**: 0

***

ORCA calculation (ωB97M-V with the def2-TZVPD basis set) on an isolated molecule of C7H10O2S in a non-equilibrium geometry.

Each line ends with the Mulliken charge.
Atoms and positions in Å:
1 O -2.17 -0.97 0.71  -0.56
2 C -0.92 -0.27 0.93  -0.26
3 C -0.74 1.02 0.13  -1.04
4 C 0.40 0.62 -0.81  0.02
5 C 0.20 -0.89 -1.10  -1.23
6 C 0.20 -1.26 0.45  -0.10
7 C 1.48 -0.60 0.94  -0.15
8 S 3.03 -0.79 -0.02  -0.28
9 C 1.64 0.66 0.18  0.14
10 O 2.07 1.75 0.77  -0.52
11 H -2.29 -1.00 -0.28  0.38
12 H -1.00 -0.20 2.04  0.43
13 H -0.48 1.85 0.64  0.45
14 H -1.69 1.23 -0.41  0.30
15 H 0.47 1.30 -1.65  0.47
16 H -0.72 -1.04 -1.63  0.40
17 H 0.90 -1.51 -1.47  0.44
18 H 0.10 -2.35 0.79  0.28
19 H 1.70 -0.74 2.10  0.40
20 H 2.78 2.25 0.21  0.44

Computed properties:
**HOMO level**: -8.602 eV
**Structure (SMILES)**: O[C@@H]1C[C@@H]2C[C@H]1[C@H]1S[C@@]21O
**Largest force on an atom**: 4.206 eV/A
**Orbital gap**: 9.1 eV
**ΔE to the lowest compared entry with this formula, charge and spin**: 17.2 kcal/mol
**Charge**: 0

***

ORCA calculation (ωB97M-V with the def2-TZVPD basis set) on an isolated molecule of C7H10O3 in a non-equilibrium geometry.

Each line ends with the Mulliken charge.
Atoms and positions in Å:
1 C -1.60 -1.07 -0.16  -1.75
2 C -0.61 0.14 0.03  2.23
3 C -0.80 0.94 -1.25  -1.64
4 C -0.96 0.82 1.37  -1.56
5 C 0.82 -0.25 0.09  -0.19
6 C 1.60 -1.42 0.01  -0.37
7 O 2.93 -1.12 0.01  -0.33
8 C 3.01 0.28 -0.03  0.56
9 O 3.94 1.00 -0.07  -0.52
10 O 1.80 0.78 0.07  -0.38
11 H -2.40 -0.73 -0.79  0.40
12 H -1.07 -1.84 -0.54  0.51
13 H -2.02 -1.57 0.76  0.34
14 H -1.75 1.61 -1.19  0.30
15 H -0.88 0.23 -1.98  0.54
16 H 0.04 1.73 -1.35  0.38
17 H -2.05 1.15 1.33  0.35
18 H -0.23 1.61 1.68  0.36
19 H -1.01 0.13 2.18  0.43
20 H 1.22 -2.41 -0.18  0.35

Computed properties:
**HOMO level**: -9.019 eV
**Structure (SMILES)**: CC(C)(C)c1coc(=O)o1
**Largest force on an atom**: 5.766 eV/A
**Orbital gap**: 9.6 eV
**ΔE to the lowest compared entry with this formula, charge and spin**: 25.3 kcal/mol
**Charge**: 0

***

ORCA calculation (ωB97M-V with the def2-TZVPD basis set) on a structure of composition C7H10O3 in a non-equilibrium geometry.

Each line ends with the Mulliken charge.
Atoms and positions in Å:
1 O 3.06 -2.18 0.83  -0.60
2 C 2.38 -1.19 0.78  0.32
3 C 0.93 -0.83 1.08  -0.34
4 C 1.14 0.21 2.20  -0.74
5 C 2.36 1.00 1.61  -0.73
6 C 2.57 0.24 0.28  -0.39
7 C 1.10 0.08 -0.16  0.82
8 C 0.63 -0.18 -1.53  -0.40
9 O 0.29 1.17 -0.46  -0.82
10 H 0.13 -1.57 1.17  0.46
11 H 0.25 0.84 2.32  0.29
12 H 1.37 -0.26 3.16  0.36
13 H 2.11 2.06 1.43  0.29
14 H 3.25 0.95 2.25  0.36
15 H 3.37 0.55 -0.39  0.47
16 H 1.40 0.00 -2.29  0.31
17 H 0.08 -1.12 -1.62  0.26
18 O -0.91 0.89 -2.49  -0.71
19 H -0.74 1.53 -1.50  0.50
20 H -0.49 1.23 -3.28  0.31

Computed properties:
**HOMO level**: -9.278 eV
**Largest force on an atom**: 4.835 eV/A
**Orbital gap**: 9.8 eV
**ΔE to the lowest compared entry with this formula, charge and spin**: 112.5 kcal/mol
**Charge**: 0

***

ORCA calculation (ωB97M-V with the def2-TZVPD basis set) on an isolated molecule of C7H10O3S in a non-equilibrium geometry.

Each line ends with the Mulliken charge.
Atoms and positions in Å:
1 C 3.01 -1.14 0.02  -0.69
2 C 1.94 -0.46 0.41  0.22
3 C 1.63 0.97 0.79  0.34
4 O 2.05 1.46 1.78  -0.48
5 C 0.53 1.64 -0.14  -0.74
6 C -0.92 1.28 0.21  -0.54
7 C -1.34 -0.01 -0.55  -0.09
8 C -2.70 -0.65 -0.29  -1.23
9 S 0.12 -1.19 -0.06  1.11
10 O 0.32 -1.98 -1.25  -0.66
11 O -0.31 -1.82 1.14  -0.64
12 H 4.02 -0.79 0.22  0.32
13 H 2.88 -2.18 -0.41  0.25
14 H 0.53 2.77 -0.16  0.31
15 H 0.79 1.33 -1.17  0.41
16 H -0.79 1.11 1.39  0.27
17 H -1.67 2.18 0.22  0.41
18 H -0.92 -0.13 -1.59  0.45
19 H -3.60 0.03 -0.31  0.34
20 H -2.65 -0.98 0.75  0.33
21 H -2.89 -1.45 -1.01  0.33

Computed properties:
**HOMO level**: -9.693 eV
**Structure (SMILES)**: C=C1C(=O)CC[C@H](C)S1(=O)=O
**Largest force on an atom**: 2.842 eV/A
**Orbital gap**: 9.6 eV
**ΔE to the lowest compared entry with this formula, charge and spin**: 49.0 kcal/mol
**Charge**: 0